(1)
{"formula": "C6H8ClF2NOS2", "method": "ωB97M-V with the def2-TZVPD basis set", "gap_ha": 0.307, "total_energy_ha": -1819.42545, "homo_ev": -7.88, "species": ["C", "C", "C", "C", "C", "C", "H", "H", "H", "H", "H", "H", "H", "H", "N", "O", "F", "F", "S", "S", "Cl"], "xyz": [[-1.278, 1.869, -0.920], [-2.614, 1.179, -0.846], [-2.815, -0.122, -0.651], [-1.758, -1.178, -0.552], [1.855, -0.217, -0.146], [0.843, 1.384, 1.502], [-1.414, 2.954, -0.854], [-0.766, 1.636, -1.861], [-3.491, 1.817, -0.932], [-3.828, -0.501, -0.551], [-2.091, -2.108, -1.017], [2.564, 1.446, -1.104], [-0.092, 1.859, 1.795], [1.608, 1.482, 2.282], [2.232, 1.101, -0.211], [1.267, 1.985, 0.303], [-0.462, 1.478, 0.125], [-0.597, -0.804, -1.157], [2.513, -1.413, -1.046], [0.611, -0.381, 1.082], [-1.418, -1.590, 1.158]]}

(2)
{"formula": "C6H8ClNO3", "method": "ωB97M-V with the def2-TZVPD basis set", "gap_ha": 0.343, "total_energy_ha": -974.05323, "homo_ev": -8.94, "smiles": "CC[C@@]1(Cl)NC(C(=O)O)=CO1", "relative_energy_kj_mol": 0.0, "species": ["C", "C", "C", "C", "C", "C", "N", "O", "O", "O", "Cl", "H", "H", "H", "H", "H", "H", "H", "H"], "xyz": [[-0.841, 1.099, -1.257], [-0.070, 1.761, -0.411], [0.019, 3.213, -0.345], [-0.108, -0.476, 0.157], [-0.284, -3.120, -0.027], [0.596, -1.845, 0.330], [0.715, 0.800, 0.308], [-0.711, 3.924, -0.899], [0.880, 3.707, 0.668], [-0.879, -0.237, -1.001], [-1.405, -0.552, 1.503], [-1.513, 1.497, -2.101], [-0.653, -3.581, 0.811], [0.436, -3.801, -0.304], [-0.937, -2.824, -0.794], [1.484, -1.731, -0.381], [1.041, -1.821, 1.309], [1.201, 2.947, 1.126], [1.029, 1.041, 1.307]]}

(3)
{"formula": "C6H8F3IN2O", "method": "ωB97M-V with the def2-TZVPD basis set", "gap_ha": [0.290, 0.290], "total_energy_ha": -1015.32174, "homo_ev": [-8.23, -8.23], "species": ["C", "C", "C", "C", "C", "C", "N", "N", "O", "F", "F", "F", "I", "H", "H", "H", "H", "H", "H", "H", "H"], "xyz": [[0.150, 2.114, -0.111], [0.396, -3.302, -0.617], [0.546, 1.480, 1.150], [-0.393, -2.275, -0.986], [-0.397, 3.474, -0.069], [-1.741, -1.972, -0.393], [1.326, 0.418, 1.386], [2.221, -0.121, 0.630], [0.452, 1.538, -1.133], [-1.572, -1.172, 0.681], [-2.692, -1.585, -1.262], [-2.185, -3.188, 0.156], [3.160, 0.671, -1.019], [0.127, -3.835, 0.230], [1.399, -3.415, -1.029], [-0.145, 1.613, 1.953], [-0.088, -1.636, -1.772], [-1.180, 3.426, 0.691], [-0.911, 3.685, -1.035], [0.337, 4.199, 0.190], [1.188, -0.116, 2.358]]}